(1)
Molecular formula: C2H6KO
Method: DFT, wB97M-V/def2-TZVPD

XYZ file:
```
10
Properties=species:S:1:pos:R:3:nbo_charge:R:1
K -0.62 0.11 3.32 0.995
C -0.44 -0.86 -0.63 -0.632
C 0.25 0.47 -0.51 -0.065
O 0.63 0.68 0.88 -0.808
H 0.21 -1.66 -0.31 0.219
H -0.73 -1.02 -1.67 0.244
H -1.36 -0.89 -0.04 0.192
H -0.39 1.30 -0.83 0.178
H 1.15 0.49 -1.13 0.187
H 1.29 1.37 0.92 0.489
```

Summary:
- F_max (eV/Å) = 0.3
- HOMO-LUMO gap (eV) = 10.5
- highest occupied orbital energy (eV) = -14.5687
- net charge = +1
- calculated total energy (eV) = -20538.6164
- energy relative to the best compared isomer or geometry (same formula, charge and spin) (eV) = 0.0000


(2)
Molecular formula: C19H31NO3
Method: DFT, wB97M-V/def2-TZVPD

XYZ file:
```
54
Properties=species:S:1:pos:R:3:nbo_charge:R:1
C -1.57 -1.43 2.33 -0.623
H -1.79 -1.92 1.39 0.206
H -2.37 -1.67 3.03 0.216
H -0.64 -1.84 2.72 0.228
C -1.48 0.10 2.18 0.167
N -0.21 0.45 1.51 -0.527
C 0.05 -0.28 0.28 -0.256
H 0.46 0.38 -0.48 0.222
H -0.87 -0.70 -0.14 0.201
C 1.07 -1.44 0.52 0.061
O 1.64 -1.36 1.80 -0.743
H 1.16 -0.62 2.23 0.489
C 2.20 -1.38 -0.53 -0.074
O 1.76 -1.17 -1.84 -0.543
C 1.15 -2.30 -2.45 -0.099
C 0.81 -1.93 -3.86 0.049
C -0.39 -1.29 -4.15 -0.232
C -0.70 -0.92 -5.45 -0.198
C 0.19 -1.19 -6.47 -0.214
C 1.39 -1.83 -6.20 -0.207
C 1.70 -2.19 -4.90 -0.226
H 2.63 -2.69 -4.68 0.211
H 2.09 -2.04 -6.99 0.213
H -0.05 -0.91 -7.49 0.213
H -1.63 -0.42 -5.66 0.211
H -1.08 -1.07 -3.35 0.208
H 0.24 -2.58 -1.90 0.167
H 1.84 -3.15 -2.42 0.174
H 2.84 -0.52 -0.29 0.193
H 2.81 -2.29 -0.45 0.171
H 0.56 -2.41 0.44 0.154
C 0.26 1.84 1.54 0.168
C 0.21 2.37 2.98 -0.424
C -1.14 2.16 3.65 0.095
C -1.47 0.68 3.61 -0.424
H -2.45 0.50 4.06 0.220
H -0.72 0.14 4.20 0.199
O -1.15 2.66 4.97 -0.708
H -0.48 2.19 5.48 0.460
H -1.92 2.75 3.15 0.176
H 0.96 1.85 3.57 0.198
H 0.46 3.43 2.98 0.221
C -0.50 2.78 0.59 -0.640
H 0.07 3.70 0.46 0.215
H -1.47 3.05 0.98 0.205
H -0.63 2.32 -0.38 0.213
C 1.75 1.88 1.13 -0.624
H 1.88 1.77 0.06 0.211
H 2.17 2.84 1.42 0.216
H 2.31 1.10 1.63 0.223
C -2.74 0.57 1.43 -0.640
H -2.92 1.63 1.56 0.206
H -2.66 0.36 0.37 0.210
H -3.61 0.03 1.81 0.215
```

Summary:
- F_max (eV/Å) = 0.5
- HOMO-LUMO gap (eV) = 9.4
- highest occupied orbital energy (eV) = -8.7898
- calculated total energy (eV) = -27838.4311
- energy relative to the best compared isomer or geometry (same formula, charge and spin) (eV) = 1.7748
- SMILES string = CC1(C)CC(O)CC(C)(C)N1C[C@H](O)COCc1ccccc1


(3)
Molecular formula: O4PTl
Method: DFT, wB97M-V/def2-TZVPD

XYZ file:
```
6
Properties=species:S:1:pos:R:3:nbo_charge:R:1
Tl -26.47 24.73 17.31 0.942
P -26.79 28.09 17.67 2.388
O -27.15 27.26 16.43 -1.043
O -25.88 29.27 17.33 -0.774
O -26.14 27.14 18.71 -0.857
O -28.04 28.53 18.44 -0.657
```

Summary:
- F_max (eV/Å) = 1.2
- HOMO-LUMO gap (eV) = 5.8
- highest occupied orbital energy (eV) = -10.3756
- calculated total energy (eV) = -22169.7519
- energy relative to the best compared isomer or geometry (same formula, charge and spin) (eV) = 0.0000


(4)
Molecular formula: C12H16AuBrClO3
Method: DFT, wB97M-V/def2-TZVPD

XYZ file:
```
34
Properties=species:S:1:pos:R:3:nbo_charge:R:1
Au -0.95 -1.13 -1.24 0.434
C 3.36 3.64 0.86 -0.638
C 1.95 3.62 0.31 -0.066
O 1.16 2.93 1.19 -0.550
C 1.36 1.51 1.17 -0.091
C 0.12 0.86 1.72 -0.623
H 4.00 4.34 0.37 0.199
H 3.76 2.63 0.68 0.202
H 3.31 3.86 1.97 0.200
H 1.90 3.15 -0.67 0.195
H 1.56 4.61 0.19 0.165
H 2.22 1.28 1.78 0.154
H 1.47 1.18 0.09 0.208
H 0.01 1.03 2.79 0.196
H 0.16 -0.25 1.50 0.212
H -0.79 1.12 1.20 0.226
Cl -0.19 1.51 -5.65 -0.088
C 0.15 0.38 -4.31 -0.488
C 0.60 1.07 -2.97 0.785
O 1.36 2.01 -3.05 -0.666
O 0.15 0.50 -1.91 -0.828
H 0.94 -0.30 -4.60 0.216
H -0.79 -0.13 -4.14 0.217
Br -3.57 -5.13 3.44 -0.019
C -2.81 -4.19 1.95 -0.068
C -3.66 -3.88 0.89 -0.261
C -3.15 -3.05 -0.11 -0.240
C -1.84 -2.61 -0.12 -0.313
C -1.02 -2.99 0.96 -0.237
C -1.49 -3.79 2.00 -0.278
H -4.64 -4.21 0.81 0.211
H -3.82 -2.87 -0.92 0.202
H 0.06 -2.63 1.00 0.212
H -0.85 -4.06 2.83 0.218
```

Summary:
- F_max (eV/Å) = 2.7
- HOMO-LUMO gap (eV) = 8.4
- highest occupied orbital energy (eV) = -5.7962
- net charge = -1
- calculated total energy (eV) = -105104.9008
- energy relative to the best compared isomer or geometry (same formula, charge and spin) (eV) = 0.0000


(5)
Molecular formula: C4H7LiO2Zn
Method: DFT, wB97M-V/def2-TZVPD

XYZ file:
```
15
Properties=species:S:1:pos:R:3:nbo_charge:R:1
O 1.10 -0.34 -0.83 -0.709
C 0.01 0.21 -0.61 0.514
C -1.26 -0.50 -0.32 -0.541
Li 2.82 0.00 -0.20 0.885
H 0.02 1.31 -0.46 0.148
H -1.64 -0.12 0.63 0.274
H -1.99 -0.10 -1.05 0.277
C -2.22 -2.61 0.47 0.139
C -1.25 -2.02 -0.48 -0.553
O -2.82 -3.78 0.14 -0.684
H -2.23 -2.34 1.53 0.148
H -0.23 -2.35 -0.73 0.237
H -1.46 -2.68 -1.48 0.268
H -3.75 -3.77 0.38 0.498
Zn 3.18 -2.48 0.90 0.103
```

Summary:
- F_max (eV/Å) = 3.1
- multiplicity = 2
- HOMO-LUMO gap (spin up / spin down) (eV) = 6.1 / 8.9
- highest occupied orbital energy (spin up / spin down) (eV) = -10.1782 / -12.9985
- net charge = +1
- calculated total energy (eV) = -56970.2342
- energy relative to the best compared isomer or geometry (same formula, charge and spin) (eV) = 0.6128
- expectation value of S² = 0.7538


(6)
Molecular formula: C11H24Cl2INO4P
Method: DFT, wB97M-V/def2-TZVPD

XYZ file:
```
44
Properties=species:S:1:pos:R:3:nbo_charge:R:1
C 2.73 -1.98 3.66 -0.653
C 2.20 -0.73 2.88 -0.057
O 2.78 -0.55 1.58 -0.548
C 2.08 -1.26 0.56 -0.082
C 1.41 -0.33 -0.52 -0.241
C -0.16 -0.33 -0.74 -0.236
C -0.79 -1.76 -1.02 -0.422
C -1.44 -2.30 0.30 -0.424
C -2.88 -1.75 0.66 -0.567
I -3.74 -0.31 -0.71 0.116
C -0.26 0.76 -1.91 -0.248
N 0.99 1.63 -1.78 -0.522
C 1.67 1.22 -0.48 -0.393
P 0.79 2.30 0.77 2.259
O -0.37 3.09 0.18 -1.086
O 1.93 3.42 1.28 -0.963
O 0.29 1.52 2.15 -0.936
H 3.67 -1.71 4.20 0.233
H 2.80 -2.92 3.06 0.221
H 1.97 -2.19 4.47 0.223
H 1.08 -0.86 2.77 0.132
H 2.33 0.23 3.43 0.215
H 2.84 -1.88 0.02 0.209
H 1.36 -2.01 0.99 0.202
H 1.84 -0.64 -1.51 0.212
H -0.82 0.12 0.05 0.227
H -1.44 -1.80 -1.92 0.247
H 0.09 -2.43 -1.24 0.217
H -1.44 -3.43 0.32 0.241
H -0.76 -2.00 1.15 0.191
H -3.54 -2.63 0.86 0.248
H -2.81 -1.23 1.66 0.225
H -0.11 0.28 -2.90 0.224
H -1.20 1.33 -1.73 0.282
H 0.89 2.63 -1.97 0.472
H 1.66 1.27 -2.47 0.429
H 2.73 1.58 -0.53 0.290
H 1.57 4.31 1.10 0.529
H -0.10 0.66 1.96 0.508
C -3.84 2.14 -3.70 -0.406
Cl -5.12 2.10 -2.49 -0.002
Cl -4.49 2.08 -5.34 0.002
H -3.27 3.06 -3.58 0.222
H -3.18 1.28 -3.55 0.206
```

Summary:
- F_max (eV/Å) = 4.4
- HOMO-LUMO gap (eV) = 9.0
- highest occupied orbital energy (eV) = -12.2746
- net charge = +1
- calculated total energy (eV) = -63904.6637
- energy relative to the best compared isomer or geometry (same formula, charge and spin) (eV) = 1.9374


(7)
Molecular formula: CH2O2S
Method: DFT, wB97M-V/def2-TZVPD

XYZ file:
```
6
Properties=species:S:1:pos:R:3:nbo_charge:R:1
C 0.09 0.38 0.25 -0.261
O 1.97 -0.24 1.71 -0.870
O -1.48 -0.65 -1.08 -0.766
S 0.92 -0.84 0.88 1.222
H -0.10 1.41 0.09 0.234
H -1.40 -0.07 -1.84 0.441
```

Summary:
- F_max (eV/Å) = 4.6
- HOMO-LUMO gap (eV) = 8.5
- highest occupied orbital energy (eV) = -10.5493
- calculated total energy (eV) = -15993.7082
- energy relative to the best compared isomer or geometry (same formula, charge and spin) (eV) = 6.2271